Molecular formula: C4H4S
Method: DFT, wB97M-V/def2-TZVPD

Its SMILES is C1=C[C@H]2S[C@@H]12. The LUMO energy comes out at 0.6 eV. The calculation puts the HOMO energy at -8.8 eV. The calculation puts the energy above the lowest of the compared OMol25 structures with the same formula, charge and spin at 67.7 kcal/mol. For the gap between HOMO and LUMO, the calculation gives 9.40 eV.

```
9
Properties=species:S:1:pos:R:3:forces:R:3:nbo_charge:R:1
C 0.435978 0.750500 0.617459 0.8 1.4 -0.5 -0.198
C -0.085794 0.948426 -0.622054 0.1 2.7 0.6 -0.196
C -0.553359 -0.508624 -0.668624 0.2 -0.7 -0.3 -0.312
S 0.916335 -1.618127 -0.665737 -0.3 0.1 -0.1 0.136
C 0.129535 -0.675222 0.660509 -0.3 -0.4 -1.5 -0.354
H 1.049006 1.252635 1.373018 -0.3 0.4 -0.7 0.215
H -0.112308 1.957145 -1.267116 0.0 -2.9 1.2 0.235
H -1.531222 -0.936166 -0.918078 0.5 0.4 0.0 0.246
H -0.248170 -1.170567 1.490623 -0.7 -1.0 1.2 0.229
```
Forces are in eV/Å.

Molecular formula: C3H2N2O2
Method: DFT, wB97M-V/def2-TZVPD

Its SMILES is O=Cc1ncno1. The LUMO energy comes out at -0.3 eV. The calculation puts the HOMO energy at -11.2 eV. The calculation puts the energy above the lowest of the compared OMol25 structures with the same formula, charge and spin at 39.1 kcal/mol. For the gap between HOMO and LUMO, the calculation gives 10.82 eV.

```
9
Properties=species:S:1:pos:R:3:forces:R:3:nbo_charge:R:1
O -2.485424 -0.359071 -0.786891 0.4 0.3 0.6 -0.443
C -1.807457 0.163527 0.060934 -0.2 -0.4 -0.4 0.382
C -0.302169 -0.002575 0.050959 0.1 0.1 0.0 0.400
N 0.592635 0.934245 0.052942 -0.3 -0.3 0.0 -0.464
C 1.752057 0.202892 -0.040852 0.1 -0.1 -0.1 0.132
N 1.585592 -1.090243 -0.057185 0.1 0.6 -0.2 -0.116
O 0.208529 -1.233031 -0.023843 -0.3 0.1 0.2 -0.257
H -2.239605 0.771243 0.880194 0.2 0.0 -0.2 0.148
H 2.726929 0.668716 -0.135311 -0.2 -0.2 0.2 0.219
```
Forces are in eV/Å.

Molecular formula: C19H28Br2N2O14S3
Method: DFT, wB97M-V/def2-TZVPD

Its SMILES is C=CC[C@](C#N)([C@@H](Br)CC)[C@](Br)(C#N)CCC(=O)O.O=S1(=O)OCCO1.O=S1(=O)OCCO1.O=S1(=O)OCCO1. The LUMO energy comes out at -0.1 eV. The calculation puts the HOMO energy at -9.2 eV. For the gap between HOMO and LUMO, the calculation gives 9.10 eV.

```
68
Properties=species:S:1:pos:R:3:forces:R:3:nbo_charge:R:1
C -0.753706 0.902261 -2.989623 -0.2 -0.2 -0.3 -0.359
C 0.194540 0.777551 -2.048731 -0.8 0.1 -0.1 -0.225
C -0.118874 0.720503 -0.529684 0.6 -1.4 -0.9 -0.468
C 0.397679 1.997102 0.252321 1.1 -0.4 -0.5 -0.168
C 1.607424 2.502714 -0.571850 -3.3 -0.9 2.0 0.345
N 2.386952 2.935383 -1.266502 1.8 0.9 -1.2 -0.380
C 0.998321 1.625361 1.669967 1.2 0.2 -0.1 -0.222
Br 0.019025 0.154639 2.558806 0.2 0.9 -0.2 0.043
C 2.542220 1.255474 1.592255 -0.9 -0.6 1.9 -0.442
C 2.938303 0.633508 2.996351 1.4 0.7 -0.8 -0.615
C -0.649395 3.178484 0.299738 -0.6 0.6 -1.0 -0.108
Br -1.759794 3.156364 1.956368 0.2 -0.2 -0.5 0.081
C -1.676065 3.116424 -0.831201 3.1 -0.1 3.3 0.264
N -2.449817 3.130614 -1.648826 -2.0 0.1 -2.1 -0.279
C -0.032070 4.613674 0.221437 -0.7 1.1 0.7 -0.440
C 0.946103 4.970110 1.374851 1.0 -0.2 -0.1 -0.538
C 1.311950 6.482787 1.379907 0.9 -1.8 -0.2 0.810
O 0.499553 7.326415 1.314579 -1.0 1.1 0.0 -0.515
O 2.673478 6.773253 1.505833 -0.5 -0.2 -0.4 -0.734
H -0.557783 1.440305 -3.937696 0.2 -1.3 0.2 0.206
H -1.761493 0.460376 -2.892027 0.2 1.2 0.5 0.203
H 1.226624 0.665578 -2.434854 -0.4 1.0 0.8 0.216
H 0.391453 -0.202036 -0.169817 -0.2 0.9 0.3 0.258
H -1.199356 0.548264 -0.338862 0.7 0.3 -0.1 0.258
H 0.956472 2.475388 2.381768 -0.4 -0.6 -0.6 0.232
H 2.754534 0.538996 0.775221 0.0 0.5 0.4 0.223
H 3.163991 2.175589 1.526776 -0.7 -0.5 -0.5 0.221
H 2.829936 -0.462831 3.023974 -0.2 0.6 0.2 0.229
H 4.023149 0.869792 3.121122 -0.7 -0.4 0.0 0.211
H 2.431751 1.153612 3.834504 0.1 -0.5 -0.5 0.213
H -0.890283 5.319798 0.321032 0.5 -0.5 -0.1 0.258
H 0.404891 4.849660 -0.774667 -0.1 -0.6 0.6 0.247
H 0.533174 4.752185 2.383441 0.0 0.2 -0.7 0.253
H 1.885528 4.381194 1.293480 -0.5 0.4 0.0 0.222
H 3.059739 6.736022 0.613326 0.0 0.0 0.4 0.494
O -0.362480 -3.864178 1.893414 0.1 0.4 -0.1 -0.893
S -1.409971 -2.961896 1.567127 -0.7 -0.4 0.1 2.546
O -1.204482 -1.807158 0.764943 0.0 -0.6 -0.2 -0.910
O -2.136016 -2.518596 2.935610 0.3 -0.3 -0.3 -0.690
C -3.527651 -2.855241 2.875767 -0.4 0.2 -0.2 -0.098
C -3.602570 -4.059411 1.960360 -0.2 -0.3 0.5 -0.124
O -2.631915 -3.800281 0.938177 0.2 0.6 0.1 -0.681
H -4.066596 -2.003127 2.454759 0.0 0.0 0.0 0.193
H -3.910014 -3.068403 3.871895 0.3 0.0 0.0 0.213
H -4.593347 -4.195253 1.524684 0.5 0.2 0.0 0.254
H -3.307716 -4.973492 2.483851 0.0 0.0 0.0 0.185
O -7.191441 -6.649726 1.448807 0.1 0.4 0.0 -0.886
S -6.406392 -6.248037 0.337280 -0.1 -0.6 -0.5 2.544
O -5.814531 -4.956508 0.249501 -0.4 -0.3 0.0 -0.910
O -7.249711 -6.524998 -1.005121 0.2 -0.1 0.6 -0.678
C -6.518572 -7.406520 -1.863956 0.4 0.0 -0.4 -0.101
C -5.673064 -8.250681 -0.931861 -0.4 -0.5 0.0 -0.103
O -5.254901 -7.347538 0.096831 -0.2 0.6 -0.2 -0.680
H -5.895155 -6.799795 -2.524715 0.0 0.0 0.0 0.196
H -7.200796 -8.007196 -2.461771 -0.2 0.1 0.2 0.217
H -4.812101 -8.688325 -1.431810 0.1 0.2 0.2 0.219
H -6.264657 -9.043229 -0.467145 0.0 0.0 -0.1 0.196
O 7.760025 0.333924 -3.834268 0.1 0.0 0.3 -0.895
S 7.636153 1.258437 -2.763146 -0.4 0.3 0.0 2.535
O 8.583090 1.335019 -1.708489 0.1 -0.1 -0.3 -0.892
O 6.162344 1.100349 -2.129673 0.4 0.0 -0.5 -0.685
C 5.468738 2.351783 -2.196419 -0.1 0.4 0.2 -0.107
C 6.049381 3.059036 -3.403539 -0.4 -0.2 -0.3 -0.101
O 7.443345 2.736234 -3.380906 0.1 -0.3 0.5 -0.684
H 5.673629 2.905283 -1.276700 0.0 0.0 0.0 0.187
H 4.398904 2.189835 -2.288569 0.1 -0.2 0.0 0.236
H 5.903905 4.136188 -3.364824 0.3 0.0 0.0 0.212
H 5.626413 2.668986 -4.332814 0.0 0.0 0.0 0.192
```
Forces are in eV/Å.